No. 1
{
  "formula": "C22H53IN3O6",
  "method": "the ωB97M-V functional and the def2-TZVPD basis",
  "symbols": ["C", "C", "C", "C", "C", "C", "C", "C", "C", "C", "C", "C", "N", "C", "N", "C", "C", "C", "C", "O", "I", "N", "H", "H", "H", "H", "H", "H", "H", "H", "H", "H", "H", "H", "H", "H", "H", "H", "H", "H", "H", "H", "H", "H", "H", "H", "H", "H", "H", "H", "H", "H", "H", "H", "H", "C", "O", "H", "H", "H", "H", "C", "O", "H", "H", "H", "H", "C", "O", "H", "H", "H", "H", "C", "O", "H", "H", "H", "H", "C", "O", "H", "H", "H", "H"],
  "positions_angstrom": [[5.501, 3.531, 1.686], [6.192, 3.592, 0.235], [6.831, 2.165, -0.173], [6.056, 1.411, -1.351], [4.541, 0.997, -0.997], [4.484, -0.604, -0.958], [3.011, -1.220, -0.829], [2.842, -2.100, 0.529], [1.322, -2.628, 0.659], [0.272, -1.412, 0.913], [-0.909, -1.377, -0.172], [-2.380, -1.538, 0.458], [-2.912, -0.244, 1.021], [-4.107, 0.240, 0.765], [-5.121, -0.404, -0.091], [-6.347, 0.453, -0.136], [-6.005, 1.897, 0.550], [-5.908, 2.874, -0.706], [-5.791, 4.424, -0.316], [-5.721, 4.772, 0.869], [-5.808, 5.862, -1.967], [-4.733, 1.490, 1.258], [4.379, 3.407, 1.555], [5.943, 2.625, 2.236], [5.782, 4.469, 2.290], [7.072, 4.327, 0.329], [5.528, 3.996, -0.594], [7.883, 2.405, -0.585], [7.027, 1.501, 0.748], [6.636, 0.451, -1.577], [6.073, 2.088, -2.265], [4.114, 1.512, -0.076], [3.905, 1.335, -1.899], [5.159, -0.972, -0.101], [4.892, -0.960, -1.974], [2.210, -0.413, -0.820], [2.776, -1.962, -1.681], [3.103, -1.375, 1.381], [3.548, -2.996, 0.559], [1.266, -3.353, 1.549], [1.082, -3.149, -0.329], [-0.196, -1.479, 1.955], [0.866, -0.437, 0.879], [-0.852, -0.382, -0.732], [-0.794, -2.229, -0.926], [-2.334, -2.284, 1.329], [-3.079, -1.903, -0.359], [-2.279, 0.301, 1.627], [-4.686, -0.242, -1.026], [-7.191, -0.022, 0.456], [-6.492, 0.660, -1.243], [-6.893, 2.055, 1.261], [-6.906, 2.773, -1.273], [-5.106, 2.555, -1.469], [-5.149, 1.125, 2.144], [0.717, -4.309, 4.209], [0.170, -3.003, 4.073], [1.416, -4.485, 3.392], [1.246, -4.388, 5.161], [-0.086, -5.049, 4.164], [-0.444, -2.876, 4.808], [-7.015, 9.615, -3.033], [-7.626, 9.136, -1.844], [-7.691, 10.320, -3.515], [-6.078, 10.122, -2.789], [-6.821, 8.779, -3.712], [-7.009, 8.515, -1.437], [-0.781, -0.824, -4.360], [0.016, -0.302, -3.304], [-0.572, -1.888, -4.464], [-1.840, -0.684, -4.127], [-0.535, -0.314, -5.294], [-0.187, 0.639, -3.233], [5.552, -3.944, -3.899], [5.842, -3.354, -2.640], [5.955, -3.306, -4.686], [6.018, -4.931, -3.961], [4.470, -4.034, -4.025], [5.476, -3.936, -1.962], [-1.918, -7.141, 5.551], [-2.465, -5.836, 5.416], [-1.219, -7.317, 4.734], [-1.389, -7.220, 6.504], [-2.721, -7.881, 5.507], [-3.078, -5.708, 6.150]],
  "forces_ev_per_a": [[0.469, 0.014, -0.542], [1.099, -0.238, 0.735], [0.711, 0.559, -0.788], [0.084, 0.065, 1.021], [0.184, -0.387, -1.361], [-0.456, 0.279, -0.419], [0.115, -1.312, 0.812], [-0.697, 0.988, -0.406], [0.511, 0.575, 0.577], [0.151, -0.203, -0.156], [-0.134, 0.451, 0.299], [0.838, -1.031, -0.337], [-1.286, 0.713, -0.345], [-3.291, 0.841, -1.125], [2.740, 1.870, -0.220], [-0.162, 0.958, 0.007], [-0.423, -2.826, -2.275], [-0.517, 0.764, 0.157], [0.377, -0.352, 3.551], [-0.282, -1.071, -4.370], [0.030, -0.764, 0.634], [0.639, -1.327, 1.878], [1.372, 0.220, 0.554], [-0.841, 1.347, -0.675], [-0.801, -1.406, -0.895], [-1.318, -1.038, -0.251], [0.631, -0.606, 1.142], [-1.516, -0.512, 0.575], [-0.614, 0.951, -1.368], [-0.777, 1.377, 0.088], [0.025, -0.900, 1.095], [0.708, -0.752, -0.985], [0.699, -0.514, 1.452], [-0.959, 0.385, -1.379], [-0.298, 0.454, 1.788], [1.031, -0.921, -0.162], [0.404, 1.391, 1.013], [-0.390, -1.290, -0.882], [-0.810, 1.288, -0.133], [-0.067, 0.950, -1.557], [0.156, 0.502, 1.426], [0.820, -0.119, -1.264], [-0.902, -1.248, 0.009], [-0.223, -1.478, 0.455], [-0.163, 1.280, 1.011], [-0.220, 1.027, -1.331], [0.680, 0.536, 1.327], [-0.510, -0.233, -0.445], [-0.347, -1.188, 0.483], [0.964, 0.304, -1.295], [-0.765, -0.779, 1.525], [1.912, 0.550, -0.881], [1.425, 0.234, 0.866], [-0.985, 0.603, 1.326], [1.036, 0.959, 0.019], [-0.188, -0.069, 0.223], [-0.179, 0.284, -0.090], [-0.048, 0.116, 0.077], [0.073, -0.203, -0.079], [0.142, -0.131, 0.035], [0.131, -0.030, -0.147], [0.132, -0.158, 0.254], [-0.059, -0.077, 0.080], [0.010, -0.102, 0.102], [0.028, 0.068, -0.231], [0.067, 0.130, -0.213], [-0.194, 0.164, 0.042], [0.033, 0.256, 0.014], [-0.035, 0.092, 0.240], [0.047, 0.116, 0.077], [-0.095, -0.120, -0.201], [-0.153, -0.157, -0.101], [0.209, -0.158, -0.042], [-0.062, -0.146, 0.224], [-0.033, 0.060, 0.141], [-0.004, -0.004, 0.150], [-0.065, -0.013, -0.228], [0.015, -0.074, -0.224], [0.140, 0.174, -0.072], [-0.171, 0.010, 0.236], [-0.073, 0.289, -0.027], [-0.092, 0.097, 0.043], [0.076, -0.224, -0.072], [0.176, -0.168, -0.004], [0.113, 0.033, -0.184]],
  "lowdin_charge": [-0.14, -0.26, -0.23, -0.22, -0.20, -0.22, -0.20, -0.21, -0.18, -0.19, -0.17, -0.12, 0.13, -0.20, 0.05, -0.13, -0.25, -0.16, -0.76, -0.01, 0.88, 0.08, 0.06, 0.07, 0.07, 0.10, 0.10, 0.11, 0.11, 0.11, 0.11, 0.10, 0.11, 0.12, 0.10, 0.09, 0.11, 0.12, 0.11, 0.09, 0.11, 0.09, 0.10, 0.10, 0.12, 0.15, 0.13, 0.19, 0.14, 0.14, 0.12, 0.17, 0.13, 0.14, 0.15, -0.14, -0.14, 0.07, 0.09, 0.06, 0.08, -0.17, -0.16, 0.08, 0.08, 0.06, -0.01, -0.15, -0.14, 0.08, 0.07, 0.08, 0.08, -0.16, -0.14, 0.08, 0.08, 0.07, 0.07, -0.16, -0.14, 0.07, 0.08, 0.08, 0.08],
  "homo_ha": -0.429,
  "total_charge": 1,
  "largest_force_ev_per_a": 4.51
}

---

No. 2
{
  "formula": "C22H53O3PSSi2Tl",
  "method": "the ωB97M-V functional and the def2-TZVPD basis",
  "symbols": ["Tl", "C", "C", "C", "C", "O", "Si", "S", "O", "C", "C", "C", "C", "O", "C", "C", "C", "C", "H", "H", "H", "H", "H", "H", "H", "H", "H", "H", "H", "H", "H", "H", "H", "H", "H", "H", "H", "H", "H", "H", "H", "H", "H", "H", "H", "C", "Si", "C", "C", "C", "H", "H", "H", "H", "H", "H", "H", "H", "H", "H", "H", "C", "C", "P", "C", "C", "C", "C", "H", "H", "H", "H", "H", "H", "H", "H", "H", "H", "H", "H", "H", "H", "H"],
  "positions_angstrom": [[-0.754, -0.820, -1.142], [-0.502, 0.946, 3.206], [-0.323, -0.528, 2.831], [-1.687, -1.170, 2.581], [0.403, -1.256, 3.964], [0.396, -0.626, 1.600], [2.035, -0.526, 1.277], [2.271, -0.333, -0.757], [2.803, -1.809, 1.987], [2.847, -3.181, 1.611], [3.950, -3.388, 0.571], [1.513, -3.657, 1.034], [3.178, -3.950, 2.891], [2.518, 0.707, 2.263], [3.732, 1.441, 2.380], [4.816, 0.980, 1.405], [3.387, 2.907, 2.111], [4.229, 1.240, 3.813], [-0.965, 1.046, 4.190], [-1.135, 1.437, 2.468], [0.471, 1.432, 3.211], [-2.309, -1.124, 3.477], [-1.564, -2.212, 2.279], [-2.198, -0.643, 1.771], [-0.149, -1.144, 4.900], [1.403, -0.840, 4.086], [0.494, -2.318, 3.734], [3.766, -2.729, -0.278], [3.960, -4.425, 0.229], [4.925, -3.146, 0.999], [1.290, -3.118, 0.112], [0.701, -3.468, 1.737], [1.548, -4.725, 0.815], [4.131, -3.598, 3.289], [3.245, -5.022, 2.697], [2.407, -3.769, 3.641], [4.453, 1.049, 0.382], [5.063, -0.067, 1.596], [5.713, 1.591, 1.521], [3.027, 2.996, 1.084], [4.262, 3.546, 2.246], [2.595, 3.235, 2.786], [4.399, 0.174, 3.972], [3.478, 1.583, 4.528], [5.161, 1.784, 3.983], [-4.336, -1.339, -1.893], [-3.227, -2.567, -2.854], [-2.448, -1.525, -4.259], [-4.519, -3.659, -3.762], [-1.890, -3.195, -1.774], [-4.984, -0.761, -2.558], [-3.712, -0.633, -1.337], [-4.974, -1.855, -1.169], [-3.139, -0.778, -4.657], [-2.118, -2.159, -5.087], [-1.566, -0.993, -3.892], [-5.219, -3.064, -4.354], [-5.104, -4.246, -3.048], [-4.029, -4.368, -4.435], [-1.152, -3.791, -2.326], [-2.253, -3.821, -0.950], [-4.343, 3.360, -1.779], [-3.157, 3.310, -2.742], [-1.881, 2.104, -2.095], [-1.163, 3.081, -0.687], [-0.753, 4.532, -0.920], [-0.491, 2.255, -3.335], [-0.545, 3.395, -4.349], [-5.186, 3.901, -2.214], [-4.064, 3.856, -0.847], [-4.675, 2.349, -1.534], [-2.760, 4.312, -2.921], [-3.488, 2.900, -3.700], [-0.301, 2.494, -0.354], [-1.903, 3.039, 0.116], [-0.006, 4.617, -1.710], [-0.317, 4.939, -0.005], [-1.609, 5.155, -1.184], [-0.452, 1.303, -3.871], [0.430, 2.308, -2.748], [-1.426, 3.317, -4.986], [0.336, 3.352, -4.995], [-0.559, 4.371, -3.864]],
  "forces_ev_per_a": [[-0.023, -0.461, 0.202], [0.116, -0.097, -0.168], [-0.094, 0.006, 0.232], [0.175, 0.024, -0.134], [0.032, 0.028, -0.194], [-0.026, -0.054, 0.106], [-0.218, 0.071, -0.441], [0.031, -0.057, 0.312], [0.055, -0.159, 0.054], [0.115, -0.267, -0.098], [-0.068, 0.131, 0.061], [-0.013, 0.221, 0.083], [-0.061, 0.131, -0.081], [0.186, 0.231, -0.073], [0.114, 0.130, 0.145], [-0.255, -0.173, 0.004], [-0.020, -0.198, 0.007], [-0.140, -0.008, -0.126], [-0.040, -0.030, -0.003], [-0.040, 0.093, -0.081], [-0.007, 0.042, 0.056], [-0.016, -0.004, 0.016], [-0.016, -0.002, 0.030], [-0.026, -0.011, 0.026], [-0.037, 0.003, 0.001], [0.015, -0.043, 0.074], [0.035, -0.003, 0.028], [0.015, -0.032, -0.025], [0.028, -0.022, 0.008], [0.003, 0.012, 0.009], [-0.013, -0.056, -0.028], [-0.016, -0.041, 0.010], [0.018, -0.019, -0.006], [0.010, -0.019, 0.016], [0.005, -0.010, -0.004], [-0.003, -0.047, 0.010], [0.040, 0.037, -0.076], [0.060, 0.006, -0.006], [0.002, -0.002, 0.040], [0.004, 0.067, 0.000], [0.002, 0.022, -0.013], [0.012, 0.007, 0.010], [0.034, 0.009, 0.058], [0.001, 0.008, 0.000], [0.008, 0.007, 0.021], [0.225, -0.209, 0.046], [-0.220, 0.599, -0.125], [0.011, -0.169, 0.163], [0.326, -0.199, 0.202], [-0.218, -0.096, -0.300], [0.006, -0.026, -0.048], [-0.067, 0.072, -0.004], [0.010, -0.023, 0.011], [-0.056, -0.048, -0.003], [0.014, 0.000, -0.010], [0.015, 0.046, -0.050], [0.048, 0.107, 0.021], [-0.001, 0.008, 0.018], [-0.003, 0.001, -0.013], [0.061, 0.103, -0.016], [0.046, 0.177, 0.135], [0.107, 0.008, -0.067], [0.096, -0.323, 0.107], [-0.178, 0.784, -0.227], [-0.110, -0.142, -0.066], [0.010, -0.105, 0.040], [-0.145, -0.064, 0.042], [0.073, -0.096, 0.057], [-0.007, 0.030, 0.046], [-0.057, -0.004, 0.021], [-0.039, 0.019, 0.025], [0.019, -0.021, -0.059], [0.014, 0.076, -0.039], [-0.048, -0.026, 0.075], [0.042, -0.077, 0.097], [0.005, 0.017, 0.000], [0.016, 0.055, -0.035], [0.019, 0.018, -0.038], [0.037, -0.006, 0.014], [0.018, -0.071, -0.007], [-0.010, 0.048, -0.007], [-0.018, 0.047, -0.027], [-0.025, 0.021, -0.042]],
  "lowdin_charge": [0.69, -0.02, -0.64, -0.03, -0.03, -0.27, -0.23, 0.17, -0.16, -0.66, -0.04, -0.03, -0.03, -0.17, -0.65, -0.06, -0.03, -0.03, 0.08, 0.08, 0.07, 0.09, 0.09, 0.07, 0.08, 0.08, 0.07, 0.04, 0.08, 0.08, 0.06, 0.07, 0.09, 0.08, 0.08, 0.07, 0.04, 0.08, 0.08, 0.09, 0.08, 0.08, 0.08, 0.08, 0.08, -0.21, 0.32, -0.21, -0.22, -0.42, 0.02, -0.03, 0.02, 0.02, 0.02, -0.03, 0.01, 0.01, 0.01, -0.06, -0.06, -0.18, -0.44, 0.87, -0.43, -0.15, -0.42, -0.17, 0.06, 0.06, 0.06, 0.06, 0.07, 0.06, 0.06, 0.06, 0.07, 0.06, 0.05, 0.07, 0.06, 0.07, 0.05],
  "homo_ha": -0.119,
  "total_charge": -1,
  "largest_force_ev_per_a": 0.84
}

---

The following Kohn-Sham gap values (in eV) correspond, in order, to the records above: 8.31 5.81.